C11H15P | ωB97M-V/def2-TZVPD

Geometry as XYZ:
```
27
Properties=species:S:1:pos:R:3:lowdin_charge:R:1
C 3.30847 1.04583 0.88212 -0.100
C 2.88741 -0.18412 1.35797 -0.098
C 2.75758 1.41809 -0.30692 -0.123
C 1.86072 -0.90204 0.75282 -0.061
C 1.72444 0.76263 -0.94234 -0.050
C 1.21085 -0.51554 -0.46887 -0.255
C 0.12824 -1.23050 -1.04690 -0.162
C -1.16171 -0.28812 -1.16859 -0.248
C -3.42805 0.07368 -0.23060 -0.149
C -1.41608 -0.30966 1.37189 -0.108
C -1.90036 0.33194 0.05044 -0.856
P -1.59223 2.25488 0.11624 0.828
H 4.16167 1.53998 1.27173 0.093
H 3.35749 -0.69585 2.19569 0.102
H 3.12523 2.30164 -0.88509 0.119
H 1.54304 -1.91758 1.10525 0.121
H 1.35853 1.15069 -1.87847 0.097
H 0.23046 -1.59321 -2.13532 0.148
H -0.89669 0.54433 -1.83098 0.065
H -0.24581 -2.07088 -0.35527 0.127
H -1.71383 -0.90359 -1.74956 0.051
H -3.74616 0.58059 -1.31260 0.122
H -3.73730 -0.92807 -0.35887 0.044
H -4.01390 0.75297 0.51747 0.077
H -2.23266 -0.19180 2.17970 0.110
H -1.09288 -1.26720 1.16029 0.024
H -0.47646 0.24090 1.70877 0.082
```

Computed properties:
Relative energy (zero: lowest compared OMol25 entry of this formula, charge and spin)   246.5 kJ/mol
Total charge   0

---

C3H3ClF2 | ωB97M-V/def2-TZVPD

Geometry as XYZ:
```
9
Properties=species:S:1:pos:R:3:lowdin_charge:R:1
C 0.35773 0.70171 0.26063 -0.340
C -0.53641 -0.08653 -0.54704 -0.634
C 0.43729 -0.72590 0.39613 -0.167
H -0.36270 1.32780 1.01610 0.197
H -0.21464 -0.14004 -1.62025 0.154
H 0.12334 -1.08048 1.35230 0.142
F 1.07164 1.69686 -0.33184 0.029
F 1.35575 -1.58628 -0.36344 -0.036
Cl -2.23200 -0.10713 -0.16260 0.655
```

Computed properties:
Relative energy (zero: lowest compared OMol25 entry of this formula, charge and spin)   208.5 kJ/mol
Total charge   0

---

C11H25EuN5O7 | ωB97M-V/def2-TZVPD

Geometry as XYZ:
```
49
Properties=species:S:1:pos:R:3:lowdin_charge:R:1
O 1.53689 -1.57894 -4.23864 -0.119
H 1.86041 -2.12130 -4.97697 0.032
Eu -0.11845 -0.04736 -1.22586 1.846
N -0.16029 1.86218 0.47267 -0.123
N 1.71605 1.72473 -1.18703 -0.193
N -1.32109 -1.21224 0.52416 -0.149
N -0.86122 -2.44571 -1.66566 -0.212
O -1.26597 1.95165 1.16829 -0.166
O -1.51169 -0.55060 1.71385 -0.129
O -0.66069 -2.88359 -2.84893 -0.192
O 2.67994 1.42423 -1.92823 -0.052
C 1.78874 2.82764 -0.36947 -0.251
C 0.70642 2.91336 0.53619 -0.259
C -1.78316 -2.48250 0.49945 -0.257
C -1.51422 -3.19294 -0.72416 -0.294
C 0.58266 4.04417 1.48349 -0.010
H 1.44706 4.05023 2.15624 0.094
H -0.32490 3.92721 2.07223 0.080
H 0.55892 5.00136 0.95163 0.098
C 2.90498 3.81331 -0.42526 -0.023
H 3.60665 3.55212 -1.22728 0.077
H 3.46770 3.85289 0.52416 0.094
H 2.52017 4.82914 -0.61764 0.095
C -2.54606 -3.09850 1.62720 -0.016
C -1.99849 -4.59400 -0.94138 -0.048
H -2.62580 -2.35193 2.42472 0.072
H -2.03347 -3.99185 2.01534 0.093
H -3.55543 -3.40613 1.30767 0.096
H -1.70883 -4.96660 -1.93232 0.070
H -3.10061 -4.61621 -0.85580 0.083
H -1.58754 -5.28194 -0.18046 0.080
H -1.44167 0.46445 1.48025 0.036
H 0.69846 -2.02533 -3.93842 -0.008
C -1.95592 0.96837 -1.71392 -0.386
H -1.82190 2.05653 -1.77325 -0.017
H -2.89776 0.82219 -1.17273 -0.011
H -2.11104 0.63276 -2.77613 -0.004
O -3.52753 3.43653 0.13070 -0.092
H -4.35265 2.93054 0.23911 0.041
H -2.80918 2.86867 0.49527 -0.006
C 1.96273 -0.42099 2.32373 0.013
C 2.44299 -1.10149 1.06750 -0.526
N 3.60254 -1.77528 1.19742 0.177
O 1.85166 -1.07997 -0.03334 -0.116
H 2.49983 -0.85149 3.17594 0.081
H 0.88301 -0.54253 2.44959 0.076
H 2.16044 0.65691 2.27367 0.089
H 3.99585 -2.20628 0.37403 0.124
H 4.12143 -1.78544 2.06841 0.114
```

Computed properties:
<S²>   15.872
2S+1   8
DFT total energy   -52917.8011 eV
Total charge   0

---

C2H3NO2 | ωB97M-V/def2-TZVPD

Geometry as XYZ:
```
8
Properties=species:S:1:pos:R:3:lowdin_charge:R:1
C 0.73061 0.02304 -0.12050 -0.371
C -0.84439 0.16040 0.29175 -0.143
N -1.62618 -0.42988 -0.44789 0.114
O 1.15968 1.10030 -0.41511 0.076
O 1.75376 -0.97226 -0.04369 0.099
H -0.99076 0.89896 1.21696 0.161
H -2.60570 -0.36774 -0.31248 0.051
H 2.42298 -0.41282 -0.16902 0.014
```

Computed properties:
Relative energy (zero: lowest compared OMol25 entry of this formula, charge and spin)   205.5 kJ/mol
Total charge   0

---

C6H8ClN | ωB97M-V/def2-TZVPD

Geometry as XYZ:
```
16
Properties=species:S:1:pos:R:3:lowdin_charge:R:1
C 1.85124 1.63488 -0.51063 -0.242
C 1.54700 0.30967 -0.13413 -0.331
C 0.94066 2.56000 -0.15706 -0.136
C -0.17284 0.72740 0.51603 -0.171
C -1.11150 -1.47035 -0.27187 -0.097
C -1.21855 -0.26769 0.72504 -0.182
N -0.18024 1.95490 0.32771 0.074
Cl 3.42794 -0.53089 0.21636 0.301
H 2.88440 1.87876 -0.86088 0.104
H 1.39494 -0.35582 -1.04119 0.082
H 0.99086 3.71041 -0.27345 0.141
H -1.05951 -1.15270 -1.30125 0.076
H -1.94174 -2.07420 -0.12575 0.042
H -0.31641 -2.16023 -0.05356 0.071
H -1.19520 -0.73866 1.74856 0.133
H -2.23087 0.18444 0.48287 0.135
```

Computed properties:
Relative energy (zero: lowest compared OMol25 entry of this formula, charge and spin)   269.9 kJ/mol
Total charge   0

---

Which value of total charge does entry 2 give? 0

---

Repeat the second record exactly.
C3H3ClF2 | ωB97M-V/def2-TZVPD

Geometry as XYZ:
```
9
Properties=species:S:1:pos:R:3:lowdin_charge:R:1
C 0.35773 0.70171 0.26063 -0.340
C -0.53641 -0.08653 -0.54704 -0.634
C 0.43729 -0.72590 0.39613 -0.167
H -0.36270 1.32780 1.01610 0.197
H -0.21464 -0.14004 -1.62025 0.154
H 0.12334 -1.08048 1.35230 0.142
F 1.07164 1.69686 -0.33184 0.029
F 1.35575 -1.58628 -0.36344 -0.036
Cl -2.23200 -0.10713 -0.16260 0.655
```

Computed properties:
Relative energy (zero: lowest compared OMol25 entry of this formula, charge and spin)   208.5 kJ/mol
Total charge   0